i) Formula: C2H10O3Si2
Source: the OMol25 dataset
Level of theory: ωB97M-V with the def2-TZVPD basis set

Cartesian coordinates (Å):
C (-3.191, -0.684, 1.772)
Si (-2.919, 0.010, 0.088)
O (-3.413, -0.435, -1.286)
O (-1.863, 1.199, 0.210)
Si (-0.502, 1.982, -0.305)
C (0.661, 0.554, -0.664)
O (0.435, 2.982, 0.696)
H (-3.026, 0.131, 2.577)
H (-4.162, -1.085, 2.002)
H (-2.267, -1.293, 2.158)
H (-1.168, 3.015, -1.164)
H (1.631, 0.730, -1.239)
H (0.859, -0.101, 0.249)
H (0.289, -0.346, -1.213)
H (-0.115, 3.708, 1.045)
H (5.518, -0.137, -1.825)
H (5.694, -0.476, -1.170)

The value obtained for the HOMO-LUMO gap is 10.560 eV. As for the spin multiplicity: 1. Its structure (SMILES) is C[Si](=O)O[Si@H](C)O.[H][H]. The HOMO energy is -10.36 eV.

***

ii) Formula: C2H10O3Si2
Source: the OMol25 dataset
Level of theory: ωB97M-V with the def2-TZVPD basis set

Cartesian coordinates (Å):
C (-1.253, -1.581, -1.706)
O (-1.536, -1.025, -0.452)
Si (-0.328, -0.235, 0.407)
O (-0.707, -0.489, 1.962)
Si (2.322, -0.654, 0.241)
O (-0.328, 1.236, -0.120)
C (-0.334, 2.476, 0.576)
H (-0.713, -2.407, -1.469)
H (-0.722, -0.992, -2.444)
H (-2.179, -1.953, -2.007)
H (-1.629, -0.513, 2.250)
H (2.427, -2.149, 0.270)
H (3.378, -0.076, 1.132)
H (2.764, 0.042, -0.953)
H (-1.373, 2.748, 0.793)
H (0.063, 3.277, 0.018)
H (0.146, 2.293, 1.500)

The value obtained for the HOMO-LUMO gap is 9.652 eV. As for the spin multiplicity: 1. Its structure (SMILES) is CO[Si](O)([SiH3])OC. The HOMO energy is -9.02 eV.

***

Most stable: i). Least stable: ii).